ORCA calculation (ωB97M-V/def2-TZVPD) on a molecular structure, C2H4Br6Ca2O2 at a distorted geometry.

Geometry as XYZ:
```
16
Properties=species:S:1:pos:R:3:forces:R:3:lowdin_charge:R:1
Ca 2.15276 -0.33529 0.60446 -0.3 0.3 -0.3 1.4305
Ca 0.43529 -2.98670 -0.90686 1.3 0.3 0.6 1.6548
O 2.35521 -2.53714 0.34036 -0.5 0.2 -0.8 -0.6744
H 3.18803 -3.04466 0.39851 -0.6 0.2 0.0 0.0125
O 0.11208 -0.87041 -0.29072 -0.7 -1.7 -0.1 -0.7742
H -0.78744 -0.51895 -0.43864 1.1 0.3 0.0 -0.0644
C 1.56979 2.89258 -1.62622 -0.1 1.1 -0.7 -1.4714
Br 0.28472 2.06138 -0.38413 0.4 0.7 0.1 0.5925
Br 3.40357 2.72045 -0.93579 -0.9 -0.1 -0.1 0.6271
Br 1.06913 4.75373 -2.16687 0.5 -1.7 0.7 0.6635
H 1.47268 2.27124 -2.51649 0.3 0.3 0.2 -0.0189
C -2.95530 -0.92272 1.53829 0.3 0.5 0.6 -1.4180
Br -4.46831 -0.36329 0.29360 1.0 -0.8 1.6 0.9459
Br -3.55954 -2.42048 2.75015 -0.1 1.8 -1.4 0.8639
Br -2.10614 0.63656 2.43046 -1.2 -1.3 -0.6 0.7111
H -2.16652 -1.33630 0.90988 -0.5 0.0 0.1 -0.0804
```
Positions in Å, forces in eV/Å.

Summary:
HOMO-LUMO gap (alpha / beta): 7.140 / 2.811 eV
E_HOMO (alpha / beta): -18.09 / -18.09 eV
ΔE to the lowest compared entry with this formula, charge and spin: 53.1 kJ/mol
Lowest unoccupied orbital energy (alpha / beta): -10.953 / -15.282 eV
Charge: +3
E: -17027.3672 Eh
2S+1: 2